{
  "formula": "C41H54IrN9O3S3",
  "method": "ωB97M-V with the def2-TZVPD basis set",
  "orbital_gap_ev": [6.497, 3.109],
  "s_squared": 8.79,
  "e_homo_ev": [-13.922, -14.964],
  "molar_mass_g_mol": 1009.36,
  "max_force_ev_per_a": 3.35,
  "total_energy_ev": -98263.6239,
  "total_charge": 3,
  "multiplicity": 6,
  "elements": ["Ir", "C", "N", "C", "C", "N", "C", "C", "N", "C", "C", "N", "C", "N", "C", "C", "C", "N", "C", "H", "H", "H", "H", "H", "H", "H", "H", "H", "H", "H", "H", "H", "H", "H", "H", "H", "H", "H", "H", "H", "H", "H", "H", "S", "C", "N", "C", "C", "N", "C", "C", "C", "C", "C", "C", "C", "C", "S", "C", "C", "C", "C", "C", "C", "C", "H", "H", "H", "H", "H", "H", "H", "H", "H", "H", "H", "H", "H", "H", "H", "H", "H", "H", "O", "C", "C", "C", "C", "O", "N", "H", "H", "H", "H", "C", "S", "O", "C", "C", "C", "C", "C", "C", "H", "H", "H", "H", "H", "H", "H", "H"],
  "xyz": [[0.21787, 1.31435, 0.62892], [-0.28561, -1.56813, 4.63339], [-1.01804, -0.29358, 4.45087], [-2.21817, 0.03104, 5.26915], [-2.83975, 1.18411, 4.52742], [-1.99527, 1.32591, 3.37346], [-2.34190, 2.32155, 2.42650], [-0.87468, 0.58687, 3.43010], [0.22213, 0.76935, 2.67736], [1.51466, 0.23302, 3.21116], [2.66028, 0.77568, 2.42928], [2.24177, 0.75790, 1.01025], [3.19333, 0.65083, 0.08050], [3.09039, -0.01983, -1.11583], [2.22080, -1.14914, -1.36495], [4.23500, 0.21008, -1.98213], [4.87223, 1.43083, -1.35283], [4.32963, 1.42642, 0.00977], [4.74585, 2.35166, 1.07374], [-0.94339, -2.32593, 5.07732], [0.59543, -1.45181, 5.27407], [-0.02848, -1.98531, 3.66971], [-1.88797, 0.34598, 6.26707], [-2.86126, -0.86398, 5.34695], [-2.86468, 2.12674, 5.13861], [-3.85387, 0.90354, 4.21243], [-3.34897, 2.08251, 2.09797], [-1.72156, 2.30812, 1.52167], [-2.20257, 3.30785, 2.82642], [1.42605, -0.89704, 3.14627], [1.51741, 0.57413, 4.26258], [3.52027, 0.08809, 2.57457], [2.89624, 1.81964, 2.83808], [1.64858, -1.37257, -0.48552], [2.76207, -2.04673, -1.76690], [1.45617, -0.92164, -2.11579], [3.92168, 0.26035, -3.01810], [4.99185, -0.61238, -1.92795], [4.59024, 2.34565, -1.86171], [5.97376, 1.32623, -1.37281], [5.56265, 2.96583, 0.69583], [5.12010, 1.80041, 1.96227], [3.90466, 2.97673, 1.33202], [-0.02607, 1.36705, -1.67617], [-1.43268, 0.37565, -1.99467], [-1.86613, 0.17703, -3.26557], [-3.31033, -0.04785, -3.41855], [-3.89817, -1.00900, -2.41157], [-3.37050, -0.75106, -1.03376], [-4.34608, -0.74669, 0.06261], [-5.32119, 0.41008, 0.00533], [-6.70298, 0.28898, 0.17154], [-7.54799, 1.40619, 0.15535], [-7.03714, 2.67159, -0.11849], [-5.68482, 2.80478, -0.42385], [-4.86888, 1.67943, -0.37476], [-2.11846, -0.30863, -0.90610], [-1.21296, -0.51722, 0.56877], [-0.97587, 0.41791, -4.40761], [-1.00998, -0.65274, -5.47572], [-1.32038, -0.36126, -6.78900], [-1.15356, -1.35642, -7.76513], [-0.75453, -2.65444, -7.37259], [-0.61789, -2.96480, -6.02902], [-0.76469, -1.98744, -5.08386], [-3.53746, -0.35643, -4.43230], [-3.84196, 0.91865, -3.29951], [-3.62738, -2.04200, -2.64497], [-5.01038, -0.93578, -2.40884], [-3.76269, -0.78153, 1.01443], [-4.91695, -1.66008, 0.04232], [-7.12114, -0.67964, 0.35396], [-8.61084, 1.28653, 0.43302], [-7.70912, 3.52594, -0.14476], [-5.26614, 3.74567, -0.70829], [-3.78920, 1.82850, -0.56737], [0.04613, 0.49509, -4.01668], [-1.25365, 1.35879, -4.88667], [-1.66343, 0.64259, -7.10985], [-1.31182, -1.10125, -8.81537], [-0.53451, -3.39684, -8.15570], [-0.28525, -3.95679, -5.70074], [-0.63063, -2.24362, -4.03100], [0.11666, 3.89530, 2.97825], [0.48044, 4.21565, 1.85089], [0.55383, 5.70887, 1.33728], [1.48058, 5.54144, 0.13292], [1.46689, 4.00495, -0.16012], [1.90638, 3.45745, -1.17586], [0.86336, 3.30708, 0.86707], [0.87689, 6.38436, 2.12532], [-0.53105, 5.96651, 1.09827], [2.53944, 5.84479, 0.32795], [1.19070, 6.07481, -0.77332], [1.91558, -6.20462, 0.97343], [1.70704, -4.44852, 1.37457], [1.14860, -4.36241, 2.74504], [3.38005, -3.89719, 1.48865], [3.96215, -3.49124, 2.68306], [5.32035, -3.16179, 2.70127], [6.13266, -3.50025, 1.63307], [5.53953, -3.77055, 0.37554], [4.18753, -4.05467, 0.33233], [1.66080, -6.73767, 1.89114], [2.96867, -6.49169, 0.64170], [1.19602, -6.42301, 0.18168], [3.30355, -3.35500, 3.54337], [5.67217, -2.72526, 3.63094], [7.19375, -3.59438, 1.82055], [6.10298, -3.70820, -0.51157], [3.68721, -4.45704, -0.56345]],
  "forces_ev_per_angstrom": [[-0.187, -0.381, 0.740], [-0.660, 0.365, 0.229], [0.562, -0.550, 0.356], [1.003, -0.846, 0.575], [-0.970, 0.230, 0.353], [1.117, 0.037, -0.592], [0.070, 0.227, -0.881], [-0.445, -0.067, 0.707], [0.396, 0.097, -0.810], [-2.130, -0.940, 0.556], [0.253, 0.945, 0.175], [0.608, -1.162, 0.067], [1.506, 1.725, -2.441], [-0.602, -0.448, 1.083], [-0.057, -0.291, -0.865], [0.703, -0.804, 0.457], [0.878, 0.152, -0.128], [-0.833, -1.239, 0.887], [0.342, -0.533, -0.332], [-0.054, 0.485, 0.124], [-0.158, -0.072, -0.170], [0.172, 0.013, -0.191], [-0.180, -0.326, -0.132], [0.268, 0.465, -0.004], [-0.020, -0.794, -0.663], [0.069, 0.463, 0.075], [-0.312, 0.469, -0.101], [-0.048, -0.250, 0.175], [-0.426, 0.561, 0.307], [0.755, 1.367, 0.113], [0.497, -0.496, -0.328], [-0.275, 0.649, -0.036], [-0.229, -1.365, -0.807], [-0.061, -0.307, 0.656], [-0.111, 0.792, 0.638], [0.207, 0.188, -0.133], [-0.013, 0.486, -0.127], [-0.810, 0.095, 0.107], [-0.110, 0.319, 0.019], [-0.576, 0.259, 0.193], [-0.132, -0.019, -0.020], [-0.265, 0.388, -0.577], [-0.098, 0.337, 0.191], [0.937, 0.197, 0.638], [-1.067, -1.743, 0.781], [0.128, 0.282, 0.928], [-0.599, 0.945, -0.247], [0.071, -0.326, 0.644], [-0.625, -0.127, -0.701], [0.268, -0.265, 1.083], [-0.221, 1.124, -1.056], [0.239, 0.147, 0.318], [-0.134, -0.169, 0.416], [-0.159, -0.164, -0.202], [-0.356, -0.905, 0.117], [1.160, 0.321, 0.386], [0.709, 1.513, -1.376], [-0.177, 0.376, 0.389], [-0.201, 0.358, -0.706], [-0.714, -0.872, 1.225], [0.086, 0.196, -0.890], [0.144, -0.581, 0.512], [-0.195, 0.687, -1.280], [0.511, -0.828, -0.087], [0.175, 1.094, 0.214], [0.215, -0.341, -0.134], [0.482, -0.197, 0.022], [-0.063, 0.017, -0.085], [0.882, 0.106, 0.080], [-0.490, 0.230, -0.652], [-0.133, -0.544, -0.129], [-0.256, -0.433, 0.195], [0.709, 0.022, -0.431], [0.195, -0.104, 0.059], [0.127, 0.464, -0.070], [-0.579, -0.112, 0.021], [-0.346, 0.128, -0.096], [0.131, 0.205, 0.140], [0.433, -0.627, 0.374], [0.044, -0.238, 0.357], [-0.258, 0.346, 0.537], [-0.366, 0.289, -0.333], [0.052, 0.210, -0.155], [0.360, 0.186, -1.524], [-0.735, 0.878, 2.222], [-0.894, -1.670, -0.085], [0.576, -0.518, -0.298], [0.406, 0.215, -1.678], [-0.375, 0.654, 1.386], [-0.460, 0.159, -0.354], [0.104, -0.148, -0.025], [1.428, -0.202, -0.009], [-0.819, -0.251, 0.046], [-0.068, -0.118, 0.060], [0.561, -0.923, -1.029], [1.816, -0.475, 1.791], [-0.520, 0.253, -0.733], [1.106, -0.669, -0.876], [-0.850, 1.225, -0.056], [-1.067, -0.734, 0.914], [-0.395, 0.287, -0.432], [-0.660, -0.183, 1.532], [-0.969, 0.236, -0.323], [-0.065, 0.145, 0.004], [-1.396, 0.817, 0.478], [0.086, -0.187, 0.143], [0.451, 0.036, -0.052], [0.472, -0.438, -0.123], [0.184, 0.591, -0.481], [0.758, -0.616, -0.865], [0.559, 0.542, 0.118]]
}